The following is a quantum chemistry calculation of 7 unconnected molecules or ions with the total composition C26H32BF6N2O22 in a non-equilibrium geometry, from OMol25.

```
89
C26H32BF6N2O22, DFT ωB97M-V/def2-TZVPD
C 6.40 -0.16 0.26
C 5.40 0.50 -0.70
O 4.57 1.42 0.00
C 4.10 2.47 -0.79
C 3.08 2.04 -1.86
C 1.76 1.70 -1.25
C 0.82 2.71 -0.91
C -0.35 2.30 -0.32
C -0.58 0.94 -0.08
N 0.30 0.02 -0.41
N 1.40 0.46 -0.95
O 2.33 -0.50 -1.23
B 1.76 -1.72 -1.77
O 1.51 -2.77 -0.95
O 1.52 -1.80 -3.12
H 6.28 0.30 1.24
H 7.41 -0.04 -0.11
H 6.17 -1.22 0.33
H 4.76 -0.27 -1.14
H 5.91 0.99 -1.54
H 4.95 2.93 -1.31
H 3.66 3.24 -0.15
H 2.92 2.90 -2.51
H 3.45 1.23 -2.48
H 1.05 3.75 -1.10
H -1.11 3.01 -0.04
H -1.51 0.63 0.38
H 1.47 -3.59 -1.46
H 2.34 -1.50 -3.55
C 2.77 0.96 -6.25
C 4.10 0.70 -6.91
O 4.92 0.29 -5.81
C 4.10 -0.27 -4.90
O 4.43 -0.93 -3.97
O 2.80 0.02 -5.16
F 4.62 1.83 -7.45
H 2.70 1.97 -5.85
H 1.92 0.77 -6.90
H 4.10 -0.09 -7.67
C 0.78 -3.96 2.17
C 0.05 -4.92 1.27
O -0.63 -5.75 2.19
C -0.86 -5.01 3.31
O -1.60 -5.32 4.18
O -0.11 -3.88 3.30
F 0.91 -5.67 0.53
H 1.74 -4.36 2.49
H 0.92 -2.98 1.72
H -0.67 -4.45 0.60
C -5.15 1.34 0.12
C -4.44 2.66 0.27
O -4.20 3.04 -1.07
C -5.19 2.47 -1.83
O -5.44 2.77 -2.95
O -5.84 1.52 -1.12
F -3.23 2.51 0.90
H -4.45 0.51 0.03
H -5.85 1.13 0.93
H -5.01 3.44 0.78
C 1.91 -5.82 5.54
C 2.85 -5.23 6.56
O 4.11 -5.73 6.14
C 4.04 -5.94 4.79
O 4.97 -6.11 4.08
O 2.75 -5.91 4.38
F 2.59 -5.67 7.81
H 1.58 -6.82 5.83
H 1.04 -5.19 5.34
H 2.89 -4.14 6.56
C -0.52 7.05 1.95
C -0.06 6.00 0.96
O -1.17 5.10 0.94
C -2.29 5.84 1.24
O -3.39 5.47 1.06
O -1.94 7.03 1.76
F 1.04 5.33 1.39
H -0.28 6.76 2.98
H -0.11 8.03 1.75
H 0.12 6.38 -0.04
C -9.92 -1.06 -0.14
C -9.18 0.26 -0.15
O -7.92 -0.09 0.41
C -7.70 -1.41 0.12
O -6.65 -1.94 0.21
O -8.84 -2.00 -0.30
F -9.77 1.19 0.65
H -10.41 -1.23 0.81
H -10.64 -1.15 -0.95
H -9.02 0.69 -1.14
```

charge = +1
orbital gap = 8.58 eV
DFT total energy = -92483.1282 eV
lowest unoccupied orbital energy = -0.153 Eh
HOMO energy = -12.7 eV

Results of the Löwdin charge analysis, in e, for atoms 1 through 6:
1. C -0.0363
2. C -0.2482
3. O -0.1289
4. C -0.1949
5. C -0.0588
6. C -0.0963



The following is a quantum chemistry calculation of 9 unconnected molecules or ions with the total composition C26H32Cl10F3NO in a non-equilibrium geometry, from OMol25.

```
73
C26H32Cl10F3NO, DFT ωB97M-V/def2-TZVPD
C -18.71 9.30 35.17
C -18.90 10.61 34.39
O -17.93 11.36 34.19
N -20.08 10.91 33.91
C -21.28 10.13 33.99
H -17.86 8.81 34.71
H -19.48 8.55 34.96
H -18.49 9.32 36.24
H -20.07 11.67 33.25
H -22.06 10.58 33.38
H -21.69 10.06 35.00
H -21.11 9.16 33.53
C -12.74 11.70 25.10
Cl -14.15 11.92 24.05
Cl -11.19 11.45 24.15
H -12.67 12.48 25.86
H -12.80 10.75 25.63
C -14.24 13.83 31.57
Cl -12.65 14.15 30.79
Cl -15.60 14.31 30.49
H -14.32 12.77 31.78
H -14.24 14.38 32.52
C -17.81 4.58 31.22
Cl -16.26 5.46 31.50
Cl -18.39 3.93 32.80
H -18.59 5.16 30.73
H -17.51 3.78 30.55
C -24.18 12.27 27.65
Cl -25.21 12.38 26.17
Cl -24.92 11.31 28.95
H -23.21 11.85 27.37
H -24.00 13.29 28.01
C -8.62 8.99 29.29
Cl -7.06 8.20 28.90
Cl -10.00 8.06 28.65
H -8.71 9.06 30.38
H -8.73 10.01 28.93
F -22.80 4.43 29.27
C -24.11 4.55 29.46
C -25.07 4.02 28.57
C -26.41 4.07 28.89
C -26.85 4.72 30.00
C -25.91 5.29 30.89
C -24.58 5.17 30.59
H -24.67 3.63 27.65
H -27.20 3.75 28.23
H -27.91 4.72 30.21
H -26.28 5.87 31.72
H -23.93 5.55 31.37
F -15.72 9.88 28.58
C -16.67 9.00 28.20
C -16.28 7.90 27.43
C -17.25 7.01 26.96
C -18.60 7.26 27.20
C -18.94 8.28 28.06
C -17.96 9.17 28.56
H -15.23 7.71 27.30
H -16.99 6.18 26.33
H -19.34 6.56 26.84
H -19.99 8.49 28.25
H -18.19 10.06 29.13
F -18.36 1.12 27.26
C -17.83 0.99 26.04
C -16.83 0.03 25.94
C -16.28 -0.16 24.66
C -16.70 0.55 23.52
C -17.72 1.54 23.64
C -18.29 1.69 24.94
H -16.47 -0.45 26.83
H -15.51 -0.91 24.55
H -16.31 0.38 22.52
H -18.03 2.13 22.79
H -19.12 2.38 24.97
```

charge = 0
SMILES = Fc1ccccc1.Fc1ccccc1.Fc1ccccc1.CNC(C)=O.ClCCl.ClCCl.ClCCl.ClCCl.ClCCl
orbital gap = 9.37 eV
DFT total energy = -164393.8290 eV
lowest unoccupied orbital energy = -0.002 Eh
HOMO energy = -9.4 eV

Results of the Löwdin charge analysis, in e, for atoms 1 through 6:
1. C 0.0066
2. C -0.5631
3. O 0.0062
4. N 0.0076
5. C -0.0826
6. H 0.0802



The following is a quantum chemistry calculation of 4 unconnected molecules or ions with the total composition C26H32F9N2O13PS in a non-equilibrium geometry, from OMol25.

```
84
C26H32F9N2O13PS, DFT ωB97M-V/def2-TZVPD
C -5.00 1.51 4.23
C -5.53 0.75 3.04
C -6.85 0.29 3.00
C -7.32 -0.42 1.90
C -6.47 -0.68 0.82
C -5.15 -0.23 0.83
C -4.33 -0.53 -0.41
C -2.83 -1.00 -0.29
C -2.60 -1.73 -1.55
N -2.53 -2.32 -2.52
C -2.77 -2.15 0.80
F -2.86 -1.68 2.06
F -3.89 -2.88 0.57
C -1.59 -3.21 0.74
F -2.00 -4.16 -0.12
F -0.47 -2.66 0.24
C -1.28 -4.01 2.06
F -0.50 -5.03 1.65
F -2.44 -4.49 2.52
C -0.51 -3.37 3.27
F 0.40 -2.49 2.85
F -1.34 -2.76 4.11
F 0.12 -4.33 3.93
C -1.82 0.26 -0.23
C -2.63 1.49 -0.18
N -3.26 2.44 -0.13
C -0.83 0.30 0.95
O -0.63 1.65 1.34
O -0.20 1.55 2.71
P -0.75 0.55 -1.79
O -0.28 2.05 -1.54
O -1.81 0.71 -2.98
S 0.72 -0.63 -2.04
C -4.69 0.49 1.95
H -4.07 2.01 3.98
H -5.71 2.28 4.53
H -4.84 0.85 5.08
H -7.52 0.49 3.83
H -8.34 -0.77 1.88
H -6.85 -1.24 -0.03
H -4.84 -1.34 -0.92
H -4.35 0.31 -1.11
H 0.12 -0.15 0.67
H -1.23 -0.22 1.81
H 0.09 2.47 2.85
H -0.97 2.70 -1.75
H -2.73 0.55 -2.72
H -3.68 0.85 2.00
C 7.01 -0.42 -1.60
O 5.89 -0.03 -0.81
C 5.17 -1.05 -0.34
O 5.40 -2.22 -0.51
O 4.14 -0.56 0.36
C 3.29 -1.55 0.92
H 7.49 0.50 -1.91
H 7.70 -1.03 -1.02
H 6.68 -0.98 -2.48
H 3.83 -2.17 1.63
H 2.85 -2.18 0.14
H 2.50 -1.00 1.44
C 9.06 -2.52 -7.22
O 7.91 -2.17 -6.45
C 7.18 -3.21 -6.05
O 7.42 -4.37 -6.28
O 6.15 -2.75 -5.35
C 5.27 -3.77 -4.84
H 9.55 -1.58 -7.47
H 9.73 -3.15 -6.64
H 8.77 -3.04 -8.13
H 5.81 -4.43 -4.17
H 4.84 -4.35 -5.66
H 4.49 -3.25 -4.30
C -0.12 8.35 3.44
O -0.06 7.73 2.16
C -0.76 6.60 2.07
O -1.40 6.09 2.95
O -0.63 6.12 0.83
C -1.36 4.91 0.59
H 0.49 9.25 3.36
H -1.14 8.62 3.70
H 0.29 7.69 4.20
H -2.43 5.08 0.68
H -1.06 4.13 1.27
H -1.13 4.63 -0.43
```

charge = 0
SMILES = Cc1cccc(C[C@](C#N)(C(F)(F)C(F)(F)C(F)(F)C(F)(F)F)[C@@](C#N)(COO)P(O)(O)=S)c1.COC(=O)OC.COC(=O)OC.COC(=O)OC
orbital gap = 9.71 eV
DFT total energy = -101658.3061 eV
lowest unoccupied orbital energy = 0.009 Eh
HOMO energy = -9.5 eV

Results of the Löwdin charge analysis, in e, for atoms 1 through 6:
1. C -0.0414
2. C -0.2488
3. C -0.0402
4. C -0.0650
5. C -0.0361
6. C -0.1960